Below is a structure of composition C28H29ClF3N6OPtS at a distorted geometry, with properties calculated with ωB97M-V/def2-TZVPD.

Results
Energy above the lowest of the compared OMol25 structures with the same formula, charge and spin, kcal per mole: 53.7
Gap between HOMO and LUMO (alpha / beta), eV: 4.00 / 3.99
Molar mass, g mol⁻¹: 785.173
HOMO level (alpha / beta), Eh: -0.5755 / -0.5754

```
! RIJCOSX wB97M-V def2-TZVPD def2/J DEFGRID3
* xyz 3 1
Pt -0.11 -0.15 -0.06
C 4.02 0.03 -1.23
C 2.54 -0.07 -1.10
N 1.92 -0.14 0.02
N 2.53 -0.03 1.23
C 1.78 0.03 2.35
N 2.37 0.13 3.52
S 0.06 -0.02 2.29
C 1.66 -0.06 -2.28
C 2.15 -0.01 -3.57
C 1.27 0.06 -4.65
C -0.08 0.10 -4.40
C -0.52 0.03 -3.09
N 0.32 -0.06 -2.07
H 4.55 -0.04 -0.29
H 4.29 0.97 -1.70
H 4.39 -0.78 -1.87
H 3.54 0.02 1.27
H 3.38 0.13 3.62
H 1.82 0.21 4.36
H 3.22 -0.01 -3.74
H 1.65 0.09 -5.67
H -0.80 0.17 -5.21
H -1.57 0.06 -2.84
O 0.20 2.29 -0.09
C -0.52 3.29 0.11
C -0.67 3.97 1.43
C 0.07 5.34 1.29
C 1.15 5.41 0.18
C 0.66 5.70 -1.25
C -0.08 4.52 -1.91
N -1.05 3.98 -0.93
H -0.22 3.36 2.21
H -1.72 4.12 1.67
H 0.53 5.57 2.25
H -0.66 6.13 1.10
H 1.77 4.50 0.20
H 1.82 6.23 0.45
H 1.50 5.96 -1.89
H -0.02 6.56 -1.22
H 0.62 3.72 -2.17
H -0.60 4.86 -2.80
H -1.73 4.67 -0.65
Cl -1.73 -5.16 -2.47
C -0.85 -4.43 -1.20
C -0.21 -5.18 -0.23
C 0.48 -4.53 0.78
C 0.51 -3.15 0.79
N -0.10 -2.44 -0.16
C -0.78 -3.04 -1.13
H -0.26 -6.26 -0.26
H 0.99 -5.08 1.56
H 1.03 -2.61 1.58
H -1.27 -2.43 -1.88
F -9.39 0.69 -1.73
C -8.95 0.32 -0.53
F -9.46 -0.88 -0.22
F -9.36 1.20 0.38
C -7.43 0.24 -0.49
C -6.68 0.58 -1.61
C -5.31 0.53 -1.54
C -4.67 0.12 -0.34
C -5.46 -0.21 0.79
C -6.82 -0.15 0.71
C -3.28 0.04 -0.29
C -2.06 -0.03 -0.20
H -7.17 0.88 -2.53
H -4.71 0.81 -2.40
H -4.97 -0.50 1.71
H -7.44 -0.41 1.56
*
```